Entry 1:
# C14H15N3O2

One molecule with the formula C14H15N3O2 in a non-equilibrium geometry (wB97M-V/def2-TZVPD, the OMol25 dataset).

As for the highest occupied orbital energy: -7.95 eV. As for the LUMO energy: 0.091 eV. The gap between HOMO and LUMO comes out at 8.044 eV. The value obtained for the energy above the lowest of the compared OMol25 structures with the same formula, charge and spin is 171.8 kJ/mol.

Structure (XYZ):
```
34
C14H15N3O2 (wB97M-V/def2-TZVPD)
O 3.723 0.496 1.984
O 1.003 -0.394 -2.535
N 1.482 0.645 2.115
N -0.388 -0.065 -0.662
N -0.149 0.352 0.631
C 4.368 1.165 4.610
C 1.143 0.433 0.797
C 2.025 1.983 4.642
C 2.768 0.741 2.644
C 1.941 0.187 -0.452
C 2.694 1.432 -1.033
C -4.162 -0.181 -0.958
C -1.926 -0.370 -2.618
C -3.174 -0.515 -3.126
C 3.001 1.312 3.960
C -2.877 -0.094 -0.396
C 0.808 -0.212 -1.343
C -4.306 -0.409 -2.315
C -1.710 -0.197 -1.229
H 5.167 1.604 3.963
H -5.063 -0.069 -0.335
H 4.341 1.682 5.558
H -5.301 -0.422 -2.693
H 1.983 2.208 -1.301
H -2.785 0.070 0.677
H 3.379 1.843 -0.251
H 2.595 -0.661 -0.297
H -1.156 -0.428 -3.403
H 3.253 1.179 -1.891
H 4.635 0.111 4.783
H 1.029 2.164 4.262
H 0.692 0.724 2.736
H -3.226 -0.662 -4.198
H 2.183 2.341 5.668
```

=====

Entry 2:
# C14H15N3O3S

One molecule with the formula C14H15N3O3S in a non-equilibrium geometry (wB97M-V/def2-TZVPD, the OMol25 dataset).

As for the highest occupied orbital energy: -8.51 eV. As for the LUMO energy: 0.676 eV. The gap between HOMO and LUMO comes out at 9.186 eV. The value obtained for the energy above the lowest of the compared OMol25 structures with the same formula, charge and spin is 142.5 kJ/mol.

Structure (XYZ):
```
36
C14H15N3O3S (wB97M-V/def2-TZVPD)
S -2.360 -0.267 3.038
O 0.645 2.141 -2.640
O -2.278 -2.261 0.342
O 1.884 -0.884 -1.693
N 1.660 -1.169 -0.380
N -0.119 -1.880 0.942
N 1.668 2.132 -0.600
C 1.012 1.394 1.572
C -0.663 1.532 -0.154
C 3.010 2.529 -2.539
C 0.769 -0.813 -3.849
C 0.659 1.698 0.256
C -1.453 -2.076 1.201
C -1.786 -1.985 2.671
C 0.082 0.861 2.439
C 0.411 -1.570 -0.292
C 1.640 2.251 -1.961
C -0.217 -1.559 -1.562
C 0.762 -1.111 -2.399
C -1.590 0.993 0.717
C -1.211 0.626 1.998
H 3.636 1.648 -2.410
H 0.524 -1.734 1.707
H -0.939 -2.216 3.316
H 2.916 2.746 -3.599
H -2.605 0.824 0.392
H 2.030 1.548 1.902
H 3.479 3.373 -2.037
H -0.947 1.788 -1.160
H 0.360 0.605 3.451
H 0.576 0.252 -3.990
H 2.580 2.188 -0.167
H 1.740 -1.048 -4.277
H -2.637 -2.618 2.910
H -0.008 -1.381 -4.349
H -1.225 -1.831 -1.782
```

=====

Entry 3:
# C14H15N6O5ReS

C14H15N6O5ReS as an isolated structure (wB97M-V/def2-TZVPD, the OMol25 dataset).

As for the highest occupied orbital energy (alpha / beta): -11.74 / -11.95 eV. As for the LUMO energy (alpha / beta): -4.766 / -5.010 eV. The expectation value of S² is 0.760. The gap between HOMO and LUMO (alpha / beta) comes out at 6.976 / 6.935 eV. As for the multiplicity: 2. The value obtained for the energy above the lowest of the compared OMol25 structures with the same formula, charge and spin is 23.7 kJ/mol. The net charge is +1.

Structure (XYZ):
```
42
C14H15N6O5ReS (wB97M-V/def2-TZVPD)
Re 0.888 0.896 1.114
S 1.626 -0.835 -0.192
O 1.939 0.050 2.565
O -3.135 0.938 0.332
O -3.276 -0.576 5.363
O 2.035 -0.521 4.743
O -0.896 0.959 0.185
N 1.886 2.227 0.152
N 4.083 3.656 -3.348
N -0.523 0.193 2.502
N -0.630 -1.251 -1.635
N 3.134 3.912 -1.061
N 1.188 -0.439 -2.803
C -1.141 -2.152 -0.605
C 3.650 3.764 -2.287
C -2.047 0.810 0.821
C -0.089 -0.188 3.705
C 2.444 0.317 -2.880
C -0.964 -0.466 4.721
C -2.776 0.083 3.188
C 0.720 -0.921 -4.107
C 2.523 3.031 -0.465
C -1.825 0.343 2.240
C -1.673 -0.675 -2.495
C 0.627 -0.823 -1.663
C -2.336 -0.332 4.457
C 1.420 -0.231 3.764
H 0.117 -1.814 -3.979
H -2.522 -0.436 -1.856
H -0.325 -2.600 -0.048
H 3.264 -0.350 -3.146
H -1.809 -1.619 0.070
H -1.987 -1.368 -3.274
H -1.315 0.251 -2.935
H -2.901 -0.848 6.211
H 1.602 -1.175 -4.693
H 2.339 1.078 -3.652
H -1.712 -2.939 -1.098
H 2.661 0.788 -1.931
H -0.586 -0.775 5.688
H 0.152 -0.161 -4.641
H -3.829 0.199 2.972
```

=====

Entry 4:
# C14H15NSeY

C14H15NSeY as an isolated structure in a non-equilibrium geometry (wB97M-V/def2-TZVPD, the OMol25 dataset).

As for the highest occupied orbital energy (alpha / beta): -3.70 / -3.03 eV. As for the LUMO energy (alpha / beta): 3.056 / 3.091 eV. The gap between HOMO and LUMO (alpha / beta) comes out at 6.753 / 6.124 eV. The net charge is -1.

Structure (XYZ):
```
32
C14H15NSeY (wB97M-V/def2-TZVPD)
Y -0.163 -0.053 -0.853
Se -2.289 -0.500 1.049
N 1.595 1.062 -0.730
C 0.994 -0.510 3.616
C 0.650 0.483 4.549
C 0.681 2.306 -3.059
C 0.132 -0.818 2.562
C -1.098 -0.128 2.424
C -0.263 -1.248 -3.080
C 1.310 -2.042 -1.577
C -0.296 1.815 -2.301
C 0.033 -2.573 -1.201
C 1.126 -1.229 -2.737
C -0.561 1.177 4.410
C -0.941 -2.081 -2.132
C -1.427 0.886 3.363
C -1.588 1.615 -1.963
H 1.938 -1.045 3.700
H 0.487 2.960 -3.917
H -0.826 1.956 5.132
H 1.743 2.081 -2.886
H -0.162 -3.209 -0.335
H 0.405 -1.591 1.838
H -2.017 -2.271 -2.111
H -2.265 0.994 -2.580
H 1.326 0.718 5.369
H 2.259 -2.236 -1.072
H -2.365 1.420 3.230
H 2.521 1.258 -0.322
H -2.119 2.211 -1.196
H 1.904 -0.692 -3.279
H -0.725 -0.715 -3.912
```

=====

Entry 5:
# C14H15O

An isolated ion of composition C14H15O and charge +1 in a non-equilibrium geometry (wB97M-V/def2-TZVPD, the OMol25 dataset).

As for the highest occupied orbital energy (alpha / beta): -12.49 / -12.49 eV. As for the LUMO energy (alpha / beta): -5.433 / -5.434 eV. The gap between HOMO and LUMO (alpha / beta) comes out at 7.056 / 7.055 eV. The net charge is +1.

Structure (XYZ):
```
30
C14H15O (wB97M-V/def2-TZVPD)
O 1.014 2.100 -2.447
C -1.237 0.874 2.226
C 1.340 0.553 -0.690
C -0.317 2.218 -2.132
C -0.397 -2.765 -1.623
C -0.187 0.298 1.220
C -0.420 -0.755 0.237
C -0.554 2.129 -0.632
C -1.122 -2.919 -0.502
C 0.860 -0.199 2.248
C 0.385 -1.662 -1.881
C 0.510 -0.700 -0.889
C 0.450 1.450 0.173
C -1.269 -1.840 0.410
C 1.806 1.365 -1.782
H 0.833 -1.581 -2.866
H -0.497 -3.686 -2.333
H 0.817 2.177 0.938
H -0.912 1.640 2.855
H -1.588 -0.072 2.674
H 0.998 0.571 2.979
H -0.929 2.766 -2.691
H 2.905 1.408 -1.952
H 0.566 -1.241 2.589
H -1.700 -3.847 -0.424
H 2.174 0.384 -0.145
H -1.768 -1.999 1.333
H -2.047 1.315 1.630
H -1.460 2.340 -0.230
H 1.747 -0.323 1.705
```

=====

Entry 6:
# C14H16

A 2-piece molecular cluster, C14H16 overall in a non-equilibrium geometry (wB97M-V/def2-TZVPD, the OMol25 dataset).

As for the highest occupied orbital energy: -9.02 eV. As for the LUMO energy: 0.972 eV. The gap between HOMO and LUMO comes out at 9.993 eV. The value obtained for the energy above the lowest of the compared OMol25 structures with the same formula, charge and spin is 18.0 kJ/mol.

Structure (XYZ):
```
30
C14H16 (wB97M-V/def2-TZVPD)
C -0.662 0.785 1.492
C -2.651 2.500 0.690
C -2.946 1.486 1.592
C 1.622 -0.623 -1.280
C -0.358 1.843 0.657
C -1.361 2.685 0.200
C -4.313 1.410 2.215
C 3.811 -0.476 -2.270
C 3.983 -1.828 -2.039
C 2.990 -2.585 -1.436
C 2.621 0.126 -1.884
C 0.659 -2.783 -0.462
C 1.777 -1.997 -1.100
C -1.938 0.618 2.008
H 0.111 -3.323 -1.244
H -2.206 -0.218 2.645
H -5.162 1.673 1.574
H 2.482 1.190 -2.005
H -0.045 -2.122 0.037
H 0.995 -3.530 0.257
H -1.147 3.578 -0.376
H 0.637 1.912 0.243
H -4.343 2.065 3.091
H -3.464 3.145 0.374
H -4.542 0.403 2.588
H 4.925 -2.302 -2.285
H 0.106 0.058 1.711
H 0.673 -0.165 -1.032
H 4.621 0.126 -2.657
H 3.125 -3.653 -1.304
```

=====

Entry 7:
# C14H16

A 2-piece molecular cluster, C14H16 overall in a non-equilibrium geometry (wB97M-V/def2-TZVPD, the OMol25 dataset).

As for the highest occupied orbital energy: -8.82 eV. As for the LUMO energy: 0.910 eV. The gap between HOMO and LUMO comes out at 9.730 eV. The value obtained for the energy above the lowest of the compared OMol25 structures with the same formula, charge and spin is 268.1 kJ/mol.

Structure (XYZ):
```
30
C14H16 (wB97M-V/def2-TZVPD)
C 2.658 2.245 -0.410
C 3.025 0.643 -2.120
C -2.583 -0.568 1.436
C -1.475 -2.288 0.212
C 3.398 1.855 -1.538
C 0.880 2.260 1.213
C -3.177 0.019 0.297
C -1.614 -1.532 1.378
C 1.516 1.624 0.004
C 1.166 0.323 -0.488
C -0.757 -1.929 2.571
C 2.012 -0.213 -1.657
C -2.935 -0.692 -0.914
C -2.197 -1.913 -0.879
H 3.074 3.134 0.084
H -1.232 -1.390 3.412
H -2.723 -0.105 2.421
H -0.177 2.215 1.163
H 0.353 -0.128 -0.128
H 0.283 -1.560 2.380
H 1.357 3.285 1.176
H 1.143 1.541 2.079
H -3.464 -0.355 -1.800
H 1.497 -1.139 -2.005
H 3.615 0.527 -2.990
H -0.890 -3.049 0.268
H -3.674 0.973 0.277
H 4.227 2.316 -1.884
H -2.122 -2.343 -1.858
H -0.760 -2.920 2.768
```